*w*
25
Properties=species:S:1:pos:R:3:lowdin_charge:R:1 method="wB97M-V/def2-TZVPD" total_charge=-1 homo_lumo_gap_ev=6.989 lumo_energy_ev=3.363
C 1.3065 -0.4542 -1.9436 -0.174
C 1.7922 -1.6496 -1.1134 -0.127
C -0.0841 -0.9320 -2.4946 -0.777
O -1.1258 -1.1871 -1.8793 -0.078
O 0.0073 -0.8857 -3.7269 -0.091
H 1.0768 0.4265 -1.3769 0.074
H 1.9111 -0.1902 -2.8268 0.096
H 0.9906 -2.4388 -0.8219 0.100
H 2.3090 -1.2498 -0.2453 0.050
H 2.3109 -2.3424 -1.7233 0.039
C -1.1028 3.0767 1.6552 -0.069
C -0.7758 -0.5527 0.9160 -0.106
C -1.0695 0.7729 0.5986 -0.033
C -0.0476 -0.9748 2.0305 -0.101
C -0.5585 1.6409 1.5822 -0.303
C 0.8236 -0.0446 2.6387 -0.104
C 0.3652 1.2641 2.5462 -0.118
H -0.9763 -1.2097 0.0502 0.080
H -1.6522 0.9326 -0.2576 0.098
H 0.1710 -2.0622 2.0337 0.098
H 1.7805 -0.1957 3.2263 0.111
H -2.0935 2.9439 2.1588 0.085
H -1.2454 3.5190 0.6281 0.085
H 0.7848 1.9659 3.3081 0.109
H -0.3151 3.6023 2.2016 0.054



*x*
25
Properties=species:S:1:pos:R:3:lowdin_charge:R:1 method="wB97M-V/def2-TZVPD" total_charge=-1 homo_lumo_gap_ev=7.511 lumo_energy_ev=3.496
C 0.0462 0.8583 2.6294 -0.193
C 1.1153 -0.0381 3.2197 -0.153
C 0.5880 1.7513 1.4423 -0.744
O 1.7925 1.6786 1.1452 -0.076
O -0.3218 2.4110 0.8698 -0.121
H -0.7177 0.2874 2.1048 0.090
H -0.3156 1.6073 3.3344 0.091
H 1.4677 -0.7376 2.4594 0.060
H 0.8225 -0.5615 4.1308 0.045
H 2.0454 0.4763 3.4898 0.061
C -1.0900 1.2990 -2.0723 -0.060
C -1.3369 -2.3861 -1.0535 -0.115
C -0.0078 -2.7540 -1.0541 -0.108
C -1.7139 -1.1069 -1.4432 -0.072
C -0.7863 -0.1298 -1.7358 -0.256
C 0.9513 -1.7635 -1.3499 -0.098
C 0.5877 -0.5305 -1.8193 -0.041
H -2.1051 -3.0827 -0.7402 0.091
H 0.2837 -3.7749 -0.8722 0.085
H -2.7514 -0.7990 -1.5459 0.105
H 2.0183 -1.9519 -1.3371 0.095
H -1.2021 1.8527 -1.1304 0.062
H -2.0637 1.3966 -2.5650 0.068
H 1.3002 0.2415 -2.0617 0.108
H -0.3601 1.8399 -2.6672 0.075



Computed stability ranking, most favorable first: *x*, *w*



*w*
7
Properties=species:S:1:pos:R:3:lowdin_charge:R:1 method="wB97M-V/def2-TZVPD" total_charge=-1 homo_lumo_gap_ev=3.557 lumo_energy_ev=0.782
C -2.3978 0.1035 0.4364 -1.259
O 3.9875 0.7536 -0.8169 -0.479
O 3.3447 -0.4391 1.1649 -0.481
F -2.6858 -1.1998 0.6352 -0.285
S 2.9309 -0.1023 -0.2581 0.917
Cl -4.0271 0.8194 -0.1841 0.199
Br -1.1524 0.0648 -0.9774 0.388



*x*
7
Properties=species:S:1:pos:R:3:lowdin_charge:R:1 method="wB97M-V/def2-TZVPD" total_charge=-1 homo_lumo_gap_ev="6.858 / 6.830" lumo_energy_ev="1.816 / 1.795"
C 0.4990 0.2539 0.0794 -1.298
O -0.9232 -1.8738 -0.5496 -0.515
O -2.0462 0.0640 0.4597 -0.499
F 0.9864 1.6101 -1.8029 -0.590
S -0.9213 -0.8434 0.5211 0.542
Cl 0.4137 1.5922 1.0560 0.650
Br 1.9916 -0.8029 0.2361 0.710



Computed stability ranking, most favorable first: *w*, *x*



*w*
17
Properties=species:S:1:pos:R:3:lowdin_charge:R:1 method="wB97M-V/def2-TZVPD" total_charge=0 smiles="CC(=O)c1nccn1C" homo_lumo_gap_ev=9.629 lumo_energy_ev=0.528
C -2.1440 0.1822 0.7550 -0.031
C -1.4581 -0.8166 -0.1968 -0.393
O -2.1667 -1.5700 -0.8568 0.077
C 0.0124 -0.8869 -0.0909 -0.296
N 0.6777 -2.0363 0.1354 0.127
C 1.9720 -1.5483 0.1374 -0.182
C 2.0961 -0.2165 -0.0802 -0.116
N 0.8382 0.1620 -0.2329 -0.127
C 0.4795 1.5873 -0.4200 0.012
H -3.3300 -0.0861 0.9575 0.150
H -2.2494 1.1797 0.0178 0.124
H -1.4073 0.5324 1.4551 0.046
H 2.7071 -2.6000 0.2145 0.169
H 2.9049 0.6047 0.0094 0.156
H 1.3068 1.9611 -0.9583 0.069
H 0.1040 1.9850 0.4677 0.063
H -0.3430 1.5663 -1.3138 0.152



*x*
17
Properties=species:S:1:pos:R:3:lowdin_charge:R:1 method="wB97M-V/def2-TZVPD" total_charge=0 homo_lumo_gap_ev="9.253 / 7.764" lumo_energy_ev="-1.290 / -1.375"
C -2.8651 -0.2076 0.4509 -0.223
C 0.7144 2.4607 0.5026 -0.280
C -1.6961 0.3492 0.9279 0.019
C -0.3921 0.2743 0.2219 -0.530
C 0.2327 -1.1361 0.3989 0.006
C -0.5004 0.5405 -1.3608 -0.004
N -3.6789 -0.9463 0.0737 0.171
N 0.2511 2.9833 -0.4708 0.227
O 0.5709 1.0919 0.8870 -0.065
H 1.4374 2.8211 1.1372 0.107
H -1.5962 0.7722 1.8935 0.113
H 1.2775 -1.0389 0.0043 0.114
H -0.2941 -1.7137 -0.2637 0.054
H 0.2706 -1.6100 1.3280 0.072
H -1.0880 -0.1326 -1.9066 0.066
H 0.5686 0.4826 -1.6613 0.099
H -0.7025 1.5808 -1.6254 0.054



*y*
17
Properties=species:S:1:pos:R:3:lowdin_charge:R:1 method="wB97M-V/def2-TZVPD" total_charge=0 homo_lumo_gap_ev=8.807 lumo_energy_ev=0.287
C -0.5329 -0.1009 0.2558 -0.090
C 1.3366 0.0417 -0.7197 -0.127
C 0.0341 0.0659 1.4601 -0.304
C -2.1275 0.0124 -1.3852 0.007
C 1.9429 -0.2665 -2.0601 -0.046
C -0.8202 0.2458 2.6951 0.012
N 2.0260 0.0683 0.3455 0.015
N -1.6985 -0.3286 -0.2530 0.014
O 1.3999 0.2040 1.5671 -0.033
H -3.0806 -0.2463 -1.5146 0.025
H -1.6659 0.6000 -2.1492 0.081
H 1.6008 -1.2574 -1.9528 0.070
H 1.5494 0.3691 -2.7927 0.052
H 2.9989 -0.0981 -2.0687 0.075
H -1.1542 1.2299 2.6161 0.068
H -1.6154 -0.4548 2.4277 0.087
H -0.1935 -0.0844 3.5285 0.094



*z*
17
Properties=species:S:1:pos:R:3:lowdin_charge:R:1 method="wB97M-V/def2-TZVPD" total_charge=0 homo_lumo_gap_ev=8.452 lumo_energy_ev=0.627
C 1.2815 -1.8348 -2.3093 0.000
C 0.9630 -1.3107 -0.9838 -0.553
C -0.3850 0.4448 0.1903 -0.274
C 0.0346 0.4071 1.4394 -0.063
C -0.8143 1.2934 2.2451 -0.047
C -1.7349 1.7712 1.2470 -0.173
H 2.2220 -1.1995 -3.0751 0.204
H 1.6583 -2.6649 -2.0328 -0.005
H 0.5161 -1.8240 -3.0336 0.055
H 0.3459 0.2753 -1.8288 0.083
H 0.8085 -0.1986 1.8552 0.094
H -0.8406 1.4742 3.3960 0.118
H -2.5186 2.6083 1.2975 0.133
H -1.7658 1.5658 -0.7621 0.094
N 0.1448 -0.1640 -1.0159 0.140
N -1.3897 1.3753 0.0522 0.074
O 1.5274 -1.6427 -0.0053 0.120



Computed stability ranking, most favorable first: *z*, *w*, *x*, *y*